(1)
A molecular structure, C20H12NO2PdS2. Source: the OMol25 dataset; level of theory: ωB97M-V/def2-TZVPD.

Geometry as ORCA input:
```
! RIJCOSX wB97M-V def2-TZVPD def2/J DEFGRID3
* xyz -1 1
H -1.5260 -2.3423 -3.1920
C 2.5708 -0.1245 -2.3854
H 2.1363 -4.3442 -4.1608
H -2.3516 1.7822 -1.2451
C 1.6223 0.5653 1.4036
C -2.2213 1.5415 0.8850
H 3.6098 0.1668 0.7216
Pd 0.6124 0.7379 -0.3134
C 2.2966 -2.3714 -3.3308
H 3.3765 -2.3317 -3.3864
C 2.6626 0.0904 3.9970
H -0.3572 -4.3222 -4.0674
S -0.7474 0.1146 -2.1938
C -0.5581 0.9534 2.2637
H 4.5237 -0.2317 2.9841
C 0.2442 -1.2288 -2.7597
C -4.2293 2.0242 2.1707
H -5.9060 2.6466 1.0085
O 2.3031 0.5737 -1.3297
C 2.9675 0.2342 1.5919
H -4.7211 2.4955 -1.1500
C 1.6045 -3.4832 -3.7747
C 3.4732 0.0099 2.8617
C 1.3224 0.3942 3.8450
O 3.6012 0.0459 -3.0281
H 3.0766 -0.0860 4.9814
C -4.1959 2.2515 -0.2359
C -4.8700 2.3329 0.9883
C 0.2151 -3.4674 -3.7244
C -2.8952 1.6293 2.1061
C -0.4435 -2.3583 -3.2311
C 1.6467 -1.2497 -2.8140
N -0.8953 1.1302 1.0167
S -1.8287 1.2041 3.4086
C 0.8306 0.6213 2.5614
H -4.7451 2.0899 3.1198
H 0.6707 0.4487 4.7112
C -2.8752 1.8572 -0.3038
*
```

- total energy (eV) = -51673.8953
- gap between HOMO and LUMO (eV) = 6.330
- relative energy (zero: lowest compared OMol25 entry of this formula, charge and spin) (eV) = 0.542



(2)
A single C4H7NO molecule. Source: the OMol25 dataset; level of theory: ωB97M-V/def2-TZVPD.

Geometry as ORCA input:
```
! RIJCOSX wB97M-V def2-TZVPD def2/J DEFGRID3
* xyz 0 1
H 0.1004 1.6451 1.7765
H 1.2069 0.3354 2.2785
H -1.8124 0.5175 -2.0803
H -0.2152 -0.2455 -2.3044
C 0.3258 0.5799 1.6797
H -1.4593 -1.0540 -1.3148
C 0.8987 -1.1705 0.0394
N 1.2372 -2.2711 -0.0738
C 0.5374 0.2606 0.2042
O -0.6423 0.6462 -0.4573
C -1.0380 -0.0824 -1.5986
H -0.5319 0.0078 2.0436
H 1.3928 0.8310 -0.1927
*
```

- SMILES = CO[C@@H](C)C#N
- total energy (eV) = -7798.0408
- gap between HOMO and LUMO (eV) = 11.371
- relative energy (zero: lowest compared OMol25 entry of this formula, charge and spin) (eV) = 1.604



(3)
A single C16H18FN3O3S molecule. Source: the OMol25 dataset; level of theory: ωB97M-V/def2-TZVPD.

Geometry as ORCA input:
```
! RIJCOSX wB97M-V def2-TZVPD def2/J DEFGRID3
* xyz 0 1
C 0.9796 -0.6501 -1.5517
H -1.8302 -1.3855 1.4497
H -0.7639 -1.8865 2.7872
H -0.2455 -3.8770 1.4863
C -3.4995 -0.5395 -1.0760
H -0.5274 -0.3094 2.0181
N -1.1672 0.1852 -0.9201
N 0.0978 -1.8942 0.8634
H 1.4706 -1.6102 -1.7432
C -0.8118 -1.3420 1.8385
C 4.5537 1.7073 -1.2937
H 1.8301 1.8357 1.4178
C 3.6359 2.7206 0.6715
C 4.6169 2.6736 -0.3051
H 3.6824 3.4669 1.4501
C 2.5246 0.8475 -0.3417
C 2.5895 1.8170 0.6532
S 1.6305 -1.2606 0.8712
C -5.2088 0.7667 0.0119
H -3.2116 -1.3885 -1.6722
O 1.9052 -0.6004 2.1050
C -2.8900 1.4459 0.1421
C 3.5170 0.7905 -1.3126
C -0.5331 -0.8721 -1.4952
H 5.3215 1.6561 -2.0513
H -0.5469 0.8797 -0.5206
C -4.2232 1.6348 0.4446
H -6.2393 0.9485 0.2695
H -2.1542 2.1491 0.5014
N 1.4270 -0.0530 -0.3087
O -1.0722 -1.8428 -1.9741
C -4.8267 -0.3225 -0.7528
O 2.5537 -2.2318 0.3759
H 0.8504 -3.6513 0.1069
F -4.5682 2.7040 1.1917
H 1.1899 0.0316 -2.3810
C -0.0656 -3.3012 0.5742
H 5.4306 3.3827 -0.2920
H 3.4910 0.0244 -2.0720
H -5.5767 -1.0134 -1.1051
C -2.5201 0.3440 -0.6272
H -0.8989 -3.4330 -0.1185
*
```

- SMILES = CN(C)S(=O)(=O)N(CC(=O)Nc1cccc(F)c1)c1ccccc1
- total energy (eV) = -41049.6236
- gap between HOMO and LUMO (eV) = 9.434
- relative energy (zero: lowest compared OMol25 entry of this formula, charge and spin) (eV) = 0.000



Record-wise strongest force on any atom values, in eV Å⁻¹: 0.5, 1.2, 1.2
Record-wise LUMO level values, in eV: 2.3, 0.9, 0.6